Entry 1:
{
  "formula": "C4H6HgO3",
  "method": "wB97M-V/def2-TZVPD",
  "elements": ["H", "C", "C", "H", "H", "O", "O", "Hg", "C", "C", "O", "H", "H", "H"],
  "coordinates": [[0.531902, 1.749002, -0.413229], [-0.440361, 1.687906, 0.091690], [-0.592064, 0.774439, 1.084296], [0.201536, 0.691185, 1.828842], [-1.411718, 1.457455, 1.594822], [-1.369166, 2.175986, -0.784293], [-2.591535, 2.539942, -0.134265], [-3.716724, 1.199543, -0.982411], [1.637942, -2.159418, 0.160130], [0.878683, -1.141802, -0.220167], [2.294757, -3.039974, -0.661916], [1.867371, -2.354424, 1.214235], [0.627023, -0.715966, -1.192407], [2.082356, -2.863873, -1.585328]],
  "forces_ev_per_a": [[-0.32, 0.25, -0.20], [2.23, -2.03, -1.11], [-1.58, 4.52, 1.96], [0.00, -0.62, -0.87], [-0.24, -2.27, -0.10], [0.51, 1.00, 0.34], [1.43, 1.96, 1.24], [-2.24, -2.37, -1.19], [-1.35, 2.12, -0.67], [-0.05, 0.13, 1.71], [1.61, -2.12, -0.60], [0.00, -0.32, -0.31], [0.28, -0.65, -0.48], [-0.27, 0.40, 0.29]],
  "lowdin_spin": [0.00, 0.01, 0.00, 0.00, 0.00, 0.03, 0.36, 0.60, 0.00, 0.00, 0.00, 0.00, 0.00, 0.00],
  "lumo_energy_ev": [2.98, 0.98],
  "homo_lumo_gap_ev": [4.292, 2.283],
  "total_charge": -1,
  "de_lowest_kcal_mol": 130.6,
  "s_squared": 0.761,
  "largest_force_ev_per_a": 5.174,
  "multiplicity": 2
}

---

Entry 2:
{
  "formula": "C4H6HgO7",
  "method": "wB97M-V/def2-TZVPD",
  "elements": ["O", "C", "O", "O", "O", "C", "O", "O", "C", "C", "Hg", "H", "H", "H", "H", "H", "O", "H"],
  "coordinates": [[2.864854, -1.594888, 1.745470], [1.823213, -0.939687, 2.022717], [1.493568, -0.714980, 3.219510], [1.092211, -0.497298, 1.008811], [-1.127298, -0.020194, -0.834401], [-1.400882, 0.416753, -2.110143], [-1.756445, 1.587043, -2.302018], [-2.153369, -0.598181, -2.647442], [-0.569334, 0.936904, 0.048317], [-0.089329, 0.256598, 1.303022], [3.128097, -1.740855, 3.722612], [-2.546150, -0.265693, -3.462708], [-1.347168, 1.668275, 0.313496], [0.262244, 1.482847, -0.421045], [-0.857792, -0.416938, 1.706075], [0.143017, 1.020572, 2.054831], [0.475535, 0.106187, -2.951444], [0.565027, -0.686465, -2.415657]],
  "forces_ev_per_a": [[-0.50, 0.27, -3.73], [-1.92, 1.13, -2.84], [-3.48, 2.18, -0.72], [0.74, -0.44, 0.40], [0.95, -0.50, 0.83], [-0.81, 1.48, -0.22], [0.93, -0.41, -0.20], [0.32, -0.85, -0.44], [-0.14, 0.16, -0.66], [-0.59, 0.27, 0.20], [5.38, -3.32, 6.75], [0.33, 0.24, 0.16], [0.18, -0.04, 0.05], [-0.19, -0.21, -0.09], [0.21, 0.09, -0.09], [-0.01, -0.18, -0.10], [-1.67, 0.33, 0.76], [0.28, -0.22, -0.06]],
  "lowdin_spin": [0.14, 0.03, 0.14, 0.02, 0.00, 0.00, 0.00, 0.00, 0.00, 0.00, 0.67, 0.00, 0.00, 0.00, 0.00, 0.00, 0.00, 0.00],
  "lumo_energy_ev": [2.46, 0.55],
  "homo_lumo_gap_ev": [6.432, 4.521],
  "total_charge": -1,
  "de_lowest_kcal_mol": 59.3,
  "s_squared": 0.753,
  "largest_force_ev_per_a": 9.250,
  "multiplicity": 2
}

---

Entry 3:
{
  "formula": "C4H6HgO7",
  "method": "wB97M-V/def2-TZVPD",
  "elements": ["O", "C", "C", "O", "C", "O", "O", "H", "H", "H", "H", "H", "O", "C", "O", "O", "Hg", "H"],
  "coordinates": [[-1.039315, -1.663082, 0.330003], [-0.913154, -0.328264, 0.626544], [-1.364249, 0.559037, -0.527682], [-2.729184, 0.272189, -0.835835], [-3.538566, 0.384936, 0.197427], [-3.141745, 0.055643, 1.310839], [-4.779888, 0.508157, -0.184426], [-1.152214, -2.198055, 1.125044], [-0.970111, 0.040169, 1.654238], [-0.807598, 0.336206, -1.444422], [-1.269887, 1.613372, -0.251439], [-5.366194, -0.047095, 0.349294], [1.958413, 0.191900, -1.270671], [1.700609, -0.539635, -0.221281], [0.817281, -0.166727, 0.656950], [2.408747, -1.522572, 0.028369], [2.500880, -2.067544, 1.898648], [1.364717, 0.972621, -1.302070]],
  "forces_ev_per_a": [[-0.42, 1.92, 0.41], [1.48, -1.77, -0.38], [-0.21, -0.30, 0.28], [0.81, 1.47, -1.33], [0.13, -3.17, 1.81], [-0.82, 1.28, -0.45], [-0.48, 0.35, -0.61], [-0.02, 0.08, 0.15], [-0.21, -0.44, -0.55], [-0.17, -0.04, 0.26], [0.15, -0.15, -0.02], [0.04, 0.38, 0.39], [-0.47, 0.16, -0.39], [-1.02, 1.09, 1.04], [-0.34, 0.67, -0.47], [0.73, 0.37, -4.12], [0.34, -1.43, 3.91], [0.46, -0.48, 0.07]],
  "lowdin_spin": [0.01, 0.00, 0.00, 0.00, 0.00, 0.00, 0.00, 0.00, 0.00, 0.00, 0.00, 0.00, 0.01, 0.04, 0.04, 0.21, 0.70, 0.00],
  "lumo_energy_ev": [-3.32, -6.22],
  "homo_lumo_gap_ev": [9.922, 8.451],
  "total_charge": 1,
  "de_lowest_kcal_mol": 12.6,
  "s_squared": 0.752,
  "largest_force_ev_per_a": 4.201,
  "multiplicity": 2
}

---

Entry 4:
{
  "formula": "C4H6IN",
  "method": "wB97M-V/def2-TZVPD",
  "elements": ["C", "C", "C", "C", "N", "I", "H", "H", "H", "H", "H", "H"],
  "coordinates": [[-0.855287, -1.338010, 0.615650], [-0.366016, -0.145729, 0.493758], [0.290692, -0.981725, 1.541552], [-0.140148, 1.330862, -0.452401], [0.638501, 1.122394, -1.615666], [-0.172018, -0.138007, -3.036047], [-1.543714, -2.101738, 0.350771], [0.098953, -0.776443, 2.591049], [1.270014, -1.416773, 1.364159], [0.365895, 2.021197, 0.218165], [-1.146242, 1.660157, -0.701087], [1.559370, 0.763816, -1.369903]],
  "forces_ev_per_a": [[0.42, 0.91, 0.26], [0.41, 2.61, -2.08], [0.00, -0.16, 0.17], [-1.19, -3.30, 2.22], [0.54, -0.05, -0.60], [0.19, 0.24, 0.42], [-0.27, -0.31, -0.20], [-0.04, 0.02, 0.07], [0.10, -0.07, -0.05], [-0.02, 0.04, -0.04], [0.10, 0.12, 0.03], [-0.23, -0.06, -0.19]],
  "lowdin_charge": [-0.04, -0.15, -0.15, -0.28, -0.55, 0.75, 0.08, 0.07, 0.07, 0.10, 0.08, 0.03],
  "lumo_energy_ev": -0.17,
  "homo_lumo_gap_ev": 8.648,
  "smiles": "INCC1=CC1",
  "de_lowest_kcal_mol": 74.9,
  "largest_force_ev_per_a": 4.151
}

---

Entry 5:
{
  "formula": "C4H6IN",
  "method": "wB97M-V/def2-TZVPD",
  "elements": ["C", "C", "C", "C", "N", "I", "H", "H", "H", "H", "H", "H"],
  "coordinates": [[0.218546, 0.443073, 0.288065], [-1.020421, -0.296743, 0.395399], [-0.027049, -1.554403, 0.119085], [0.564959, 2.200031, 0.500284], [1.050722, -0.456873, 0.018733], [-0.345898, 3.178632, -1.195232], [-1.565009, -0.194093, 1.410027], [-1.637430, 0.074816, -0.369530], [-0.002414, -2.373371, 0.827134], [-0.081330, -1.924618, -0.832337], [1.725164, 2.212264, 0.396427], [0.089173, 2.697744, 1.384386]],
  "forces_ev_per_a": [[1.17, 4.29, 1.53], [-0.76, -0.96, 2.59], [-0.71, 3.56, 0.99], [0.80, -3.50, -1.06], [1.43, -1.15, 0.64], [0.27, -0.14, 0.26], [0.82, -0.45, -1.59], [-1.42, -0.31, -1.16], [0.53, 0.39, 0.51], [-0.64, -1.20, -2.43], [-2.28, 0.40, 0.42], [0.79, -0.94, -0.70]],
  "lowdin_charge": [-0.42, -0.13, -0.09, -0.54, 0.08, 0.67, 0.14, 0.07, 0.10, 0.06, 0.06, 0.02],
  "lumo_energy_ev": 0.35,
  "homo_lumo_gap_ev": 9.651,
  "de_lowest_kcal_mol": 49.4,
  "largest_force_ev_per_a": 4.702
}

---

Entry 6:
{
  "formula": "C4H6INO",
  "method": "wB97M-V/def2-TZVPD",
  "elements": ["C", "C", "C", "C", "N", "O", "I", "H", "H", "H", "H", "H", "H"],
  "coordinates": [[0.430366, -0.260138, 1.259622], [0.567846, 1.058828, 0.484750], [0.139442, 0.859850, -0.937837], [0.490990, -1.419718, -0.722387], [0.332329, -1.305753, 0.597468], [-0.340955, -2.127052, -1.527757], [1.244448, 1.699787, -2.427656], [0.502431, -0.340869, 2.281421], [0.057869, 1.793039, 1.002324], [1.587914, 1.419595, 0.362395], [-0.858443, 1.325418, -1.116412], [1.536612, -1.239548, -1.051681], [-1.175075, -2.144767, -1.143979]],
  "forces_ev_per_a": [[0.70, 1.57, -2.60], [1.02, -1.14, -1.10], [-1.71, -1.49, 0.66], [-0.17, 3.87, -1.93], [-0.50, -2.86, 0.79], [3.44, 0.11, -0.28], [1.09, 0.47, -0.97], [-0.04, 0.13, 2.41], [-1.18, 1.69, 1.10], [0.47, -0.33, 0.84], [0.38, -1.04, 0.15], [-0.93, -0.89, -0.24], [-2.56, -0.08, 1.17]],
  "lowdin_charge": [-0.09, -0.29, -0.77, -0.24, 0.05, 0.07, 0.78, 0.09, 0.07, 0.08, 0.01, 0.14, 0.07],
  "lumo_energy_ev": [0.33, 0.33],
  "homo_lumo_gap_ev": [7.827, 7.828],
  "de_lowest_kcal_mol": 86.5,
  "largest_force_ev_per_a": 4.327
}